Formula: C30H90O30
Source: the Open Molecules 2025 dataset
Level of theory: ωB97M-V/def2-TZVPD

* E_LUMO: 0.21 eV
* E: -93984.9643 eV
* HOMO-LUMO gap: 9.7 eV
* HOMO: -9.44 eV
* energy relative to the best compared isomer or geometry (same formula, charge and spin): 95.72 kcal per mole

The geometry in XYZ format:
```
150
Properties=species:S:1:pos:R:3:forces:R:3:lowdin_charge:R:1
C 0.7184 5.0541 -1.3477 1.487 -0.690 -0.193 -0.20
C 1.4432 5.3436 -2.6544 -1.187 0.360 -1.033 -0.25
O 1.8980 6.6774 -2.5588 0.127 0.357 0.500 -0.05
O 0.3451 3.6794 -1.3764 -0.432 0.182 0.020 -0.10
H -0.1154 5.7402 -1.2144 -0.075 -0.066 0.067 0.13
H 1.4769 5.1762 -0.5663 -0.348 0.346 0.317 0.12
H 0.6881 5.2821 -3.4524 -0.005 0.016 -0.031 0.12
H 2.1738 4.5925 -2.9624 0.358 0.065 0.617 0.12
H 2.6414 6.9061 -3.1172 0.034 -0.426 -0.228 0.09
H -0.5077 3.5231 -0.9331 0.016 -0.134 -0.165 0.06
C 5.3661 -2.5766 -0.1103 0.955 0.014 0.870 -0.24
C 6.4054 -3.4173 -0.8382 -0.519 0.592 -1.099 -0.20
O 6.3826 -3.1439 -2.2543 -0.280 -0.157 0.106 -0.09
O 5.8960 -1.3010 0.1999 0.157 0.170 -0.470 -0.06
H 5.1439 -3.0650 0.8396 -0.346 -0.311 0.036 0.13
H 4.4665 -2.5048 -0.7330 0.856 0.060 0.597 0.08
H 6.0866 -4.4524 -0.7239 0.413 -0.142 -0.087 0.12
H 7.4421 -3.2384 -0.5522 -0.224 -0.192 0.858 0.12
H 6.5863 -2.2086 -2.3629 0.150 -0.056 0.033 0.07
H 5.2165 -0.7593 0.6356 -0.028 -0.183 -0.217 0.05
C -0.9298 -3.4195 -0.5565 0.044 -0.364 -2.152 -0.19
C -1.0894 -4.9228 -0.5651 0.068 -2.191 -0.816 -0.26
O -1.4730 -5.5070 -1.8122 -0.074 0.987 -0.985 -0.05
O -2.2082 -2.7935 -0.7486 0.275 0.264 -0.138 -0.10
H -0.3310 -3.1167 -1.4178 0.177 0.026 -0.012 0.12
H -0.4344 -3.1682 0.3804 -0.301 0.971 -1.237 0.10
H -1.8616 -5.2106 0.1651 0.732 -0.359 -1.955 0.09
H -0.1688 -5.4219 -0.2384 -0.027 0.334 -0.413 0.14
H -1.5644 -6.4520 -1.6813 0.020 -0.009 0.069 0.08
H -2.8778 -3.4224 -0.4597 -0.097 0.124 -0.326 0.10
C -2.1516 -4.1697 1.7429 0.440 -0.019 1.082 -0.22
C -2.4794 -4.2623 3.2136 -0.352 0.148 -0.323 -0.21
O -3.8006 -3.7221 3.3607 0.525 -0.404 0.387 -0.05
O -0.8002 -4.5321 1.4747 0.082 -0.591 4.626 -0.18
H -2.3940 -3.1935 1.3090 0.096 0.085 0.769 0.13
H -2.7419 -4.8938 1.1749 -0.521 0.188 0.838 0.12
H -1.7093 -3.7215 3.7738 -0.307 0.223 0.151 0.09
H -2.4572 -5.3060 3.5411 0.084 0.009 -0.077 0.13
H -4.2081 -4.2276 4.0718 -0.221 0.294 -0.042 0.09
H -0.1814 -3.8916 1.8638 -0.394 -0.008 0.741 0.08
C -5.3947 -0.2828 -1.8195 0.777 1.479 0.118 -0.22
C -4.0883 -0.2921 -1.0590 0.756 -0.094 -0.249 -0.20
O -3.0427 0.3500 -1.8158 -0.339 0.229 0.148 -0.10
O -5.2201 -1.1845 -2.8953 -0.381 -0.143 0.021 -0.06
H -5.4509 0.7487 -2.1925 -0.345 -0.055 -0.111 0.12
H -6.2658 -0.4443 -1.1821 0.011 -0.519 -0.039 0.12
H -3.7748 -1.3234 -0.8665 -0.196 0.235 0.224 0.10
H -4.0796 0.2981 -0.1442 -0.579 -0.323 0.206 0.11
H -2.8796 -0.1268 -2.6434 0.255 -0.151 0.115 0.06
H -5.8980 -1.0138 -3.5583 0.022 -0.135 -0.009 0.11
C 4.4831 1.5576 0.1278 -0.219 1.603 -0.541 -0.20
C 3.5134 2.6712 -0.2352 0.084 0.713 -0.116 -0.24
O 2.5853 2.2203 -1.1856 -0.477 -0.601 -0.071 -0.09
O 3.8088 0.4563 0.7296 0.516 0.595 -0.922 -0.10
H 5.1814 2.0825 0.7812 0.223 -0.802 0.428 0.13
H 5.0003 1.2779 -0.7931 0.134 -0.349 0.136 0.12
H 4.0607 3.5192 -0.6729 0.362 -0.176 0.105 0.13
H 3.0489 3.0920 0.6664 -0.255 -0.363 0.045 0.12
H 1.7741 2.7757 -1.1998 0.181 -0.105 0.266 0.04
H 3.1308 0.2557 0.0489 0.107 0.057 0.891 0.08
C 3.9283 -0.8786 -3.2625 -0.672 0.310 -0.362 -0.22
C 2.6668 -1.6828 -2.9732 0.546 -0.764 -0.336 -0.19
O 2.6699 -2.1259 -1.6114 -0.947 0.573 0.292 -0.10
O 3.9006 -0.6077 -4.6582 0.263 -0.121 0.122 -0.05
H 4.8430 -1.3933 -2.9524 -0.230 -0.111 -0.103 0.10
H 3.8244 0.0477 -2.6919 0.186 0.131 0.096 0.11
H 2.5659 -2.5735 -3.6030 0.334 0.171 -0.194 0.13
H 1.7996 -1.0713 -3.2168 -0.140 0.118 0.563 0.12
H 3.3380 -2.8082 -1.4980 -0.407 -0.133 -0.564 0.06
H 4.4516 0.1587 -4.8425 -0.110 -0.003 -0.001 0.09
C 0.8672 -2.1977 4.2774 0.764 0.132 0.020 -0.23
C 1.0559 -3.5179 4.9727 0.026 -0.606 0.328 -0.22
O 2.1974 -4.2233 4.4881 0.030 0.199 -0.151 -0.05
O 0.4206 -2.3415 2.9273 0.347 -0.187 0.006 -0.09
H 1.8262 -1.6692 4.3118 0.126 -0.270 -0.261 0.13
H 0.2100 -1.5107 4.8180 -0.159 -0.762 0.097 0.08
H 0.1923 -4.1835 4.8965 -0.241 0.285 -0.076 0.11
H 1.2158 -3.3439 6.0411 -0.031 0.178 -0.031 0.13
H 1.9025 -5.0223 4.0468 0.026 0.018 -0.055 0.08
H 1.0553 -1.9064 2.3300 -0.177 0.028 0.082 0.07
C 1.7937 1.0194 3.1323 0.121 -0.893 0.300 -0.22
C 0.9251 1.0129 4.3700 0.786 0.312 0.843 -0.19
O 1.2844 2.0581 5.2824 -0.287 0.144 -0.008 -0.06
O 3.1864 0.8969 3.4612 -0.412 0.204 0.215 -0.06
H 1.6425 1.9234 2.5371 -0.262 -0.070 -0.062 0.11
H 1.5570 0.1131 2.5632 -0.363 0.774 -0.028 0.09
H 1.0113 0.0798 4.9377 0.111 0.307 -0.388 0.10
H -0.1295 1.1612 4.1421 0.163 0.058 -0.123 0.10
H 2.1966 1.9317 5.5654 0.028 0.018 -0.214 0.10
H 3.5808 0.7413 2.5899 0.203 -0.058 0.188 0.05
C -0.0110 1.8928 -5.9017 -0.136 0.000 0.488 -0.25
C 0.1113 2.0521 -4.4037 0.245 0.591 1.090 -0.24
O 1.4651 1.9875 -3.9487 0.110 -0.280 -0.707 -0.07
O 0.6646 2.9061 -6.6244 0.346 -0.192 -0.123 -0.05
H -1.0711 1.9412 -6.1742 -0.060 -0.375 0.182 0.12
H 0.3854 0.9042 -6.1444 0.155 0.234 -0.437 0.12
H -0.4632 1.2888 -3.8673 -0.271 -0.063 -0.315 0.11
H -0.2596 3.0378 -4.0891 -0.353 -0.058 -0.180 0.10
H 1.4769 1.8600 -2.9955 -0.003 0.034 -0.050 0.03
H 0.1029 3.6849 -6.6294 0.033 0.040 0.024 0.08
C -3.8437 4.2170 -0.9966 -0.319 1.300 0.499 -0.24
C -3.2805 3.1941 -0.0471 0.207 0.119 0.207 -0.17
O -2.0385 2.6326 -0.5233 -0.569 -0.348 0.079 -0.11
O -4.5656 3.6143 -2.0488 0.093 -0.310 -0.009 -0.04
H -3.0975 4.9434 -1.3478 0.603 -0.676 -0.336 0.12
H -4.4480 4.9373 -0.4247 -0.603 -0.563 0.201 0.12
H -3.9991 2.4041 0.1775 -0.108 -0.067 -0.441 0.12
H -3.0876 3.6302 0.9317 0.179 0.295 -0.202 0.10
H -2.2887 1.8705 -1.0822 0.083 -0.064 -0.415 0.07
H -4.9949 4.2871 -2.5829 0.050 0.076 0.019 0.09
C -2.7371 -0.7171 5.6543 -0.231 1.406 -0.349 -0.22
C -2.2385 -0.6544 4.2238 0.007 -1.342 -0.714 -0.26
O -2.3035 0.6648 3.7382 -0.024 0.523 0.489 -0.07
O -4.0183 -0.1070 5.7441 -0.351 -0.352 0.264 -0.06
H -2.0386 -0.1532 6.2844 0.123 -0.142 0.120 0.12
H -2.8573 -1.7200 6.0497 0.170 -0.240 -0.199 0.12
H -2.8492 -1.3020 3.5829 -0.353 0.025 0.146 0.11
H -1.2488 -1.1211 4.1365 -0.215 0.606 0.108 0.07
H -1.6832 0.8452 3.0082 -0.279 -0.262 -0.110 0.03
H -4.0273 0.7166 5.2463 0.322 0.000 -0.089 0.08
C -1.8267 -2.5085 -4.1750 1.330 -0.364 0.394 -0.20
C -2.4215 -1.9121 -5.4300 0.254 -0.228 -0.004 -0.24
O -3.8113 -1.7283 -5.2371 0.254 0.318 -0.319 -0.07
O -1.5688 -1.4689 -3.2175 -0.427 0.350 -0.051 -0.11
H -0.8603 -3.0035 -4.3470 -0.099 0.096 -0.406 0.12
H -2.4537 -3.2864 -3.7315 -0.324 0.196 -0.193 0.13
H -2.2146 -2.5439 -6.2953 -0.479 -0.342 0.132 0.12
H -1.9336 -0.9696 -5.7060 0.106 0.130 0.387 0.11
H -3.8491 -1.2117 -4.4211 -0.532 -0.147 0.032 0.04
H -1.7058 -1.8039 -2.3163 -0.196 -0.170 -0.243 0.04
C -0.9203 3.9478 2.3894 0.370 0.751 -0.735 -0.22
C 0.3448 4.6541 2.9146 -0.917 -0.482 0.648 -0.23
O 0.4570 4.5042 4.3118 0.116 0.102 -0.033 -0.06
O -2.1171 4.7291 2.4560 0.116 0.136 0.385 -0.07
H -1.1269 3.0376 2.9462 0.111 0.028 -0.015 0.11
H -0.7524 3.7159 1.3302 0.107 -0.311 0.109 0.09
H 0.2633 5.7252 2.7234 -0.007 0.083 -0.070 0.12
H 1.2291 4.2974 2.3770 0.086 -0.200 -0.019 0.10
H 0.5834 3.5639 4.5571 0.239 0.484 -0.066 0.05
H -1.9909 5.5020 1.8966 0.028 0.089 0.128 0.09
C -0.7881 -0.1920 0.9332 0.026 -0.324 -0.093 -0.18
C 0.4059 -0.4078 -0.0010 -0.875 0.529 -0.298 -0.17
O 1.5633 -0.7224 0.7592 -0.087 -0.606 0.033 -0.11
O -0.8353 1.1451 1.4343 0.104 -0.240 -0.238 -0.10
H -0.6842 -0.8966 1.7610 -0.230 0.296 0.100 0.10
H -1.7509 -0.3816 0.4551 0.215 -0.346 -0.354 0.11
H 0.5006 0.5636 -0.5051 0.492 -0.173 -0.198 0.12
H 0.2438 -1.1828 -0.7504 -0.172 0.114 0.064 0.10
H 2.1752 -1.2576 0.2355 -0.357 -0.250 -0.427 0.07
H -1.2739 1.6774 0.7256 0.282 -0.019 0.581 0.06
```
Positions in Å, forces in eV/Å.